#1
Formula: C3H3N2P
Source: OMol25
Level of theory: wB97M-V/def2-TZVPD

Last column: Mulliken charge in e.
Positions of all 9 atoms, in Å:
C  0.93391  -1.36345  0.11814  0.290
C  0.92510  1.08941  -0.30163  0.261
C  0.32467  -0.12011  0.14426  -0.021
N  1.31582  -2.46237  0.06147  -0.349
N  1.66087  1.90551  -0.57010  -0.315
P  -0.99798  0.22912  1.27899  -0.117
H  -0.81464  -0.07845  -2.06392  0.056
H  -2.08066  -0.62168  0.73743  0.105
H  -1.26709  1.42202  0.59535  0.091

Values from the calculation:
Kohn-Sham gap (spin up / spin down): 8.5724 / 8.2051 eV

#2
Formula: C3H3N2P
Source: OMol25
Level of theory: wB97M-V/def2-TZVPD

Last column: Mulliken charge in e.
Positions of all 9 atoms, in Å:
C  -1.60319  0.37220  -2.31371  0.267
C  -2.86198  0.33237  0.03859  0.249
C  -0.24700  -0.07097  0.17653  -0.939
N  -1.51574  0.97693  -3.27953  -0.328
N  -3.52512  0.92896  0.74320  -0.339
P  -1.67584  -0.73797  -0.85992  0.091
H  -0.34934  1.02405  0.27590  0.341
H  0.57427  -0.44945  -0.39057  0.335
H  -0.34532  -0.58098  1.12929  0.321

Values from the calculation:
SMILES: CP(C#N)C#N
Kohn-Sham gap: 11.1247 eV

Which structure is the most stable? The one labeled #2.

#1
Formula: C5H11N2S
Source: OMol25
Level of theory: wB97M-V/def2-TZVPD

Last column: Mulliken charge in e.
Positions of all 19 atoms, in Å:
C  0.42917  1.27731  -0.32316  -0.787
C  0.19534  0.51471  -1.70467  -0.484
C  -1.94704  -0.70525  1.76364  -0.861
C  -1.08538  0.17278  1.00078  0.903
C  1.22223  -0.34680  1.36439  -0.962
N  0.16515  0.41083  0.81726  0.170
N  -0.95285  -0.31376  -1.50648  -0.401
S  -2.65845  0.75541  0.82070  -0.006
H  1.43371  1.80288  -0.41608  0.337
H  -0.22872  2.13285  -0.44823  0.349
H  0.00947  1.23424  -2.57717  0.311
H  1.01758  -0.16763  -1.97511  0.363
H  -2.34996  -1.71665  1.42806  0.259
H  -2.05389  -0.59992  2.83572  0.328
H  1.52581  -0.88904  0.52903  0.410
H  2.16011  0.26798  1.78161  0.245
H  0.89684  -0.94482  2.09433  0.439
H  -1.84728  0.14091  -1.46794  0.170
H  -0.96324  -1.00658  -2.21699  0.217

Values from the calculation:
Kohn-Sham gap: 9.4355 eV
charge: +1

#2
Formula: C5H11N2S
Source: OMol25
Level of theory: wB97M-V/def2-TZVPD

Last column: Mulliken charge in e.
Positions of all 19 atoms, in Å:
C  0.81541  1.30600  -0.15122  -0.596
C  -0.27900  -0.53454  -1.26583  -0.770
C  1.58751  0.17353  0.61824  -0.510
C  0.28218  -1.56324  -0.19882  -0.414
C  -1.42288  0.93367  0.21516  -0.008
N  -0.39031  0.68945  -0.50971  0.167
N  0.67356  -0.86322  0.94150  -0.341
S  -2.69930  -0.27558  0.31343  -0.076
H  0.67792  2.14682  0.66560  0.254
H  1.35574  1.78344  -1.07103  0.327
H  0.46803  -0.38970  -2.02200  0.374
H  -1.26671  -0.99102  -1.65490  0.350
H  2.25626  -0.18443  -0.14752  0.259
H  2.12511  0.49140  1.51483  0.415
H  -0.32505  -2.38594  0.15245  0.345
H  1.17119  -2.08958  -0.57972  0.342
H  -1.42209  1.72219  0.91940  0.384
H  0.01796  -0.58790  1.71166  0.292
H  -3.62553  0.61865  0.54847  0.207

Values from the calculation:
Kohn-Sham gap: 8.4755 eV
charge: +1

Which structure is the most stable? The one labeled #2.

#1
Formula: C4H9N4
Source: OMol25
Level of theory: wB97M-V/def2-TZVPD

Last column: Mulliken charge in e.
Positions of all 17 atoms, in Å:
C  -0.78455  0.63767  0.87398  -0.066
C  0.73616  1.70435  1.06644  -0.087
C  -0.75479  -0.69674  0.11549  0.088
C  0.04918  -0.29657  -1.73234  -0.389
N  0.01454  1.62273  0.06061  -0.589
N  0.24944  0.72975  1.93731  -0.492
N  -1.24628  -0.53875  -1.23712  -0.398
N  0.60690  -0.91173  -0.43207  -0.152
H  -1.71990  0.92479  1.19520  0.505
H  1.55130  2.36603  1.36438  0.401
H  -1.11339  -1.61428  0.80632  0.314
H  0.32358  -0.96459  -2.60909  0.291
H  0.30659  0.77523  -1.87896  0.370
H  -0.05767  0.94934  2.87942  0.297
H  -1.96422  0.12942  -1.51893  0.303
H  1.32884  -0.42797  0.01199  0.219
H  0.94188  -1.87582  -0.57898  0.385

Values from the calculation:
Kohn-Sham gap: 10.7461 eV
charge: +1

#2
Formula: C4H9N4
Source: OMol25
Level of theory: wB97M-V/def2-TZVPD

Last column: Mulliken charge in e.
Positions of all 17 atoms, in Å:
C  -2.29226  0.03796  -0.14787  -0.103
C  0.70679  -1.20253  -0.15814  0.321
C  -1.15185  0.97842  -0.79443  -0.484
C  2.40208  0.29357  0.59776  -0.836
N  -2.35059  -0.61262  0.89983  -0.566
N  0.49618  -2.22192  -0.79168  -0.269
N  1.03848  0.01271  0.07530  0.249
N  0.15868  1.07085  -0.11024  -0.330
H  -3.20662  0.13763  -0.65275  0.451
H  -1.01810  0.46963  -1.78164  0.316
H  -1.60231  1.99625  -0.77709  0.368
H  2.43976  1.04666  1.33227  0.343
H  2.95749  -0.55372  1.06616  0.336
H  2.98470  0.72985  -0.24760  0.346
H  -0.18023  -2.99069  -0.67129  0.356
H  0.14006  1.67981  0.60585  0.241
H  -1.52225  -0.87184  1.55555  0.261

Values from the calculation:
SMILES: [H]/N=C\CN[N+](C)=C=N
Kohn-Sham gap: 8.4480 eV
charge: +1

#3
Formula: C4H9N4
Source: OMol25
Level of theory: wB97M-V/def2-TZVPD

Last column: Mulliken charge in e.
Positions of all 17 atoms, in Å:
C  -2.01327  -0.00050  -0.62220  -0.059
C  1.43666  -0.00645  -0.70287  -0.596
C  -0.27340  0.69918  0.71112  -0.047
C  -0.40717  -0.78276  0.78876  -0.095
N  -1.35720  1.05132  -0.21285  -0.114
N  1.01620  1.15173  0.10431  -0.458
N  1.21043  -1.26761  -0.11553  -0.470
N  -1.51218  -1.13203  -0.12874  -0.218
H  -2.89713  0.21779  -1.37547  0.352
H  0.93259  0.20567  -1.72438  0.233
H  2.54980  -0.03090  -0.96660  0.400
H  -0.41188  1.14078  1.70907  0.357
H  -0.30011  -1.33721  1.65402  0.456
H  -1.59482  1.99552  -0.59000  0.276
H  1.73881  1.31669  0.83137  0.351
H  1.94054  -1.33782  0.58131  0.298
H  -2.06197  -1.92318  0.18581  0.336

Values from the calculation:
Kohn-Sham gap: 9.4510 eV
charge: +1

Which structure is the most stable? The one labeled #3.

#1
Formula: C5H9IN
Source: OMol25
Level of theory: wB97M-V/def2-TZVPD

Last column: Mulliken charge in e.
Positions of all 16 atoms, in Å:
C  0.47404  0.08265  2.23354  -0.001
C  0.34516  1.55019  1.92921  -0.627
C  0.80719  -1.45838  -1.13518  -1.277
C  -1.49235  -0.06638  -1.22650  -0.920
C  -0.05742  -0.20738  -1.09310  0.590
N  0.37912  0.36689  0.99095  -0.124
I  1.09170  1.44262  -1.64305  0.324
H  0.33053  -0.72862  2.89587  0.355
H  -0.58195  1.94630  2.23344  0.275
H  1.18839  2.36494  2.08795  0.240
H  1.64434  -1.25273  -0.53265  0.450
H  0.32540  -2.33061  -0.81198  0.354
H  1.14105  -1.81573  -2.14692  0.374
H  -1.79089  1.10237  -1.29199  0.344
H  -1.98525  -0.45937  -0.30915  0.302
H  -1.81908  -0.53676  -2.18042  0.339

Values from the calculation:
Kohn-Sham gap: 8.6052 eV
charge: +1

#2
Formula: C5H9IN
Source: OMol25
Level of theory: wB97M-V/def2-TZVPD

Last column: Mulliken charge in e.
Positions of all 16 atoms, in Å:
C  0.58594  -1.37937  0.90351  -0.592
C  -0.81772  -0.15819  -1.02060  -0.578
C  -0.16594  1.82648  0.36116  -0.658
C  0.30595  -1.06724  -0.51469  -0.018
C  1.41442  -0.45277  0.08597  -0.198
N  -1.14260  0.82318  0.10085  -0.198
I  3.33609  0.18522  -0.06125  0.299
H  0.03392  -0.96986  1.62084  0.230
H  1.01890  -2.37079  1.14732  0.271
H  -0.23745  0.29022  -1.94043  0.309
H  -1.84929  -0.61766  -1.16648  0.359
H  -0.14145  2.22717  1.34823  0.350
H  0.49781  2.11418  -0.45843  0.358
H  0.58736  -1.83289  -1.32616  0.358
H  -2.18178  1.16446  0.00565  0.423
H  -1.24416  0.21784  0.91450  0.286

Values from the calculation:
Kohn-Sham gap (spin up / spin down): 7.1025 / 8.8880 eV
charge: +1

#3
Formula: C5H9IN
Source: OMol25
Level of theory: wB97M-V/def2-TZVPD

Last column: Mulliken charge in e.
Positions of all 16 atoms, in Å:
C  -0.25329  -0.95660  -1.09630  -0.479
C  -0.06364  -1.06796  1.08200  -0.512
C  0.81906  -0.75037  -0.07887  0.779
C  2.19931  -0.23079  -0.18381  -1.315
C  -1.91369  2.16103  0.24163  -0.334
N  -0.46686  -0.11756  0.06485  -0.289
I  -3.76333  1.40943  0.04487  0.510
H  -0.16349  -0.42327  -2.03473  0.281
H  -0.77168  -1.90622  -1.15240  0.224
H  -0.57561  -2.02277  1.12758  0.229
H  0.18654  -0.63055  2.03961  0.279
H  2.68871  -0.64518  -1.06290  0.331
H  2.77659  -0.49834  0.69702  0.336
H  2.19611  0.85528  -0.27760  0.317
H  -1.51192  2.33312  1.22583  0.324
H  -1.38284  2.49074  -0.63679  0.319

Values from the calculation:
Kohn-Sham gap (spin up / spin down): 6.7456 / 6.7445 eV
charge: +1

Which structure is the most stable? The one labeled #1.

#1
Formula: C2H6N4OS
Source: OMol25
Level of theory: wB97M-V/def2-TZVPD

Last column: Mulliken charge in e.
Positions of all 14 atoms, in Å:
C  -1.84875  0.41313  -0.04177  0.600
C  0.74864  -1.06088  -0.02212  0.151
H  -2.66389  0.20887  1.87656  0.189
H  -2.24282  -1.29300  1.12292  0.222
H  -2.75529  2.06152  0.32060  0.224
H  -0.63409  0.10881  -1.62397  0.350
H  1.19088  -1.94479  0.45335  0.409
H  2.78121  1.72336  -0.16116  0.164
N  -2.18842  -0.27852  1.12134  -0.384
N  -2.07742  1.64980  -0.33839  -0.701
N  -1.25400  -0.41125  -0.99644  -0.279
N  1.22587  0.08293  -0.23977  -0.426
O  -0.53859  -1.40208  -0.29845  -0.357
S  2.83069  0.43360  0.24722  -0.165

Values from the calculation:
SMILES: [H]/N=C(\N)NO/C=N/S
Kohn-Sham gap: 9.7148 eV

#2
Formula: C2H6N4OS
Source: OMol25
Level of theory: wB97M-V/def2-TZVPD

Last column: Mulliken charge in e.
Positions of all 14 atoms, in Å:
C  0.67812  0.77032  -0.96451  0.351
C  -0.36006  -1.19728  1.54297  0.070
H  -0.53044  -1.78423  -0.58505  0.396
H  1.25707  -0.65427  -2.32355  0.331
H  1.43650  2.44314  -0.80327  0.305
H  1.16293  0.17112  1.81728  0.333
H  0.38121  -2.10591  1.89527  0.250
H  -2.13230  -0.88388  0.76530  0.273
N  0.84293  -0.61080  -1.30072  -0.225
N  1.62507  1.61805  -1.35981  -0.640
N  0.10441  0.08202  1.53955  -0.251
N  -1.44962  -1.65646  1.07300  -0.648
O  -0.50436  -1.18220  -1.32078  -0.443
S  -0.45674  1.17524  0.41659  -0.103

Values from the calculation:
SMILES: [H]/N=C\NS/C(=N\[H])NO
Kohn-Sham gap: 10.1563 eV

Which structure is the most stable? The one labeled #1.